Record 1
Here is a structure of composition C17H13Br2Cl52NO3Si2 from the Open Molecules 2025 dataset. Energies are from ωB97M-V with the def2-TZVPD basis set.

Element x y z (Å)
C  -1.975  1.122  -2.597
C  -2.273  -0.031  -1.659
Br  -3.998  -0.886  -2.012
C  -1.177  -1.086  -1.567
Br  -0.470  -1.636  -3.290
Si  0.182  -0.619  -0.363
O  1.279  -1.835  -0.343
C  -0.644  -0.527  1.335
N  0.059  -1.411  2.294
O  0.917  0.767  -0.853
Si  2.022  1.540  0.092
O  3.468  1.627  -0.661
H  -2.896  1.637  -2.863
H  -1.502  0.813  -3.522
H  -1.353  1.838  -2.062
H  -2.401  0.390  -0.661
H  -1.606  -1.996  -1.152
H  0.855  -2.582  0.090
H  -0.765  0.498  1.694
H  -1.658  -0.915  1.216
H  -0.589  -1.675  3.025
H  0.798  -0.887  2.747
H  1.542  2.895  0.372
H  2.187  0.829  1.381
H  3.751  0.769  -0.988
C  2.150  -3.450  4.956
Cl  2.750  -1.849  5.414
Cl  0.448  -3.587  5.425
Cl  2.295  -3.654  3.216
Cl  3.091  -4.684  5.791
C  -3.787  -4.945  -0.656
Cl  -3.988  -6.523  0.108
Cl  -2.710  -3.957  0.350
Cl  -3.076  -5.142  -2.255
Cl  -5.354  -4.153  -0.791
C  0.010  4.978  -3.091
Cl  0.663  6.390  -2.251
Cl  -1.753  4.999  -3.000
Cl  0.516  5.011  -4.780
Cl  0.617  3.512  -2.328
C  3.627  7.356  -6.462
Cl  3.128  7.249  -4.775
Cl  2.419  6.566  -7.484
Cl  3.772  9.051  -6.929
Cl  5.184  6.552  -6.669
C  4.727  5.247  -1.288
Cl  5.276  6.924  -1.213
Cl  3.164  5.107  -0.478
Cl  4.547  4.762  -2.975
Cl  5.906  4.207  -0.491
C  6.131  -4.629  8.419
Cl  5.503  -6.048  7.575
Cl  6.168  -3.254  7.314
Cl  5.081  -4.248  9.788
Cl  7.764  -4.960  8.996
C  -9.006  -3.966  1.191
Cl  -8.792  -5.500  0.354
Cl  -8.653  -2.629  0.093
Cl  -10.678  -3.839  1.751
Cl  -7.914  -3.890  2.575
C  -2.999  3.917  0.693
Cl  -3.500  3.774  2.379
Cl  -4.179  3.113  -0.347
Cl  -2.875  5.618  0.255
Cl  -1.425  3.142  0.479
C  6.183  -9.280  10.427
Cl  4.973  -10.336  11.159
Cl  5.710  -7.596  10.649
Cl  7.749  -9.558  11.193
Cl  6.304  -9.634  8.701
C  3.896  -5.286  -0.329
Cl  2.248  -4.974  0.226
Cl  4.558  -6.659  0.559
Cl  3.877  -5.647  -2.053
Cl  4.888  -3.857  -0.030
C  5.457  13.118  -6.185
Cl  4.955  13.007  -4.498
Cl  4.237  12.357  -7.211
Cl  5.631  14.813  -6.641
Cl  6.999  12.286  -6.398
C  -11.021  -9.352  0.049
Cl  -11.191  -7.708  0.661
Cl  -11.411  -10.507  1.325
Cl  -12.112  -9.593  -1.317
Cl  -9.354  -9.602  -0.481
C  -4.359  6.574  -5.947
Cl  -4.846  6.422  -4.253
Cl  -5.552  5.770  -6.970
Cl  -4.269  8.282  -6.378
Cl  -2.782  5.823  -6.174

## Properties
charge: 0



Record 2
Here is the molecule C4H9N at a distorted geometry from the Open Molecules 2025 dataset. Energies are from ωB97M-V with the def2-TZVPD basis set.

Element x y z (Å)
C  2.350  -0.259  -0.053
C  0.998  0.438  -0.237
C  -0.145  0.013  0.284
C  -1.523  0.575  0.185
N  -2.524  -0.371  -0.306
H  2.231  -1.070  0.701
H  2.755  -0.670  -0.997
H  3.151  0.420  0.356
H  0.994  1.323  -0.889
H  -0.109  -0.827  0.951
H  -1.820  0.924  1.165
H  -1.501  1.497  -0.441
H  -2.687  -1.120  0.403
H  -2.171  -0.872  -1.122

## Properties
ΔE to the lowest compared entry with this formula, charge and spin: 12.9 kcal/mol
charge: 0
SMILES: C/C=C/CN



Calculated frontier orbital gap (eV), listed in the same order as above: 9.42, 10.32
Calculated HOMO level (eV), listed in the same order as above: -9.45, -9.13